{"formula": "C12H24FHfO4", "method": "wB97M-V/def2-TZVPD", "symbols": ["Hf", "F", "C", "C", "O", "C", "H", "H", "H", "H", "H", "H", "C", "C", "O", "C", "H", "H", "H", "H", "H", "H", "C", "C", "O", "C", "H", "H", "H", "H", "H", "H", "C", "C", "O", "C", "H", "H", "H", "H", "H", "H"], "positions_angstrom": [[-1.19875, -1.63793, -1.12326], [-0.09105, 0.06965, -0.24734], [-3.29764, 1.83916, -3.07489], [-1.95453, 1.18918, -3.34081], [-1.62935, 0.19425, -2.67135], [-0.98393, 1.88859, -4.24678], [-3.73835, 2.07207, -4.04639], [-3.18345, 2.81815, -2.60000], [-3.98699, 1.31701, -2.41611], [-1.41940, 2.19340, -5.19786], [-0.16833, 1.20608, -4.48743], [-0.56167, 2.75215, -3.72902], [4.30697, 0.32636, 2.65632], [4.47990, 1.19922, 1.41356], [5.06646, 2.23808, 1.47272], [3.85800, 0.65963, 0.14354], [3.58381, 0.84207, 3.29015], [5.26187, 0.24715, 3.17235], [3.92223, -0.64222, 2.34274], [2.81988, 0.40198, 0.36469], [4.30049, -0.15776, -0.42672], [3.94573, 1.48570, -0.56494], [1.58072, -3.22300, 2.48973], [1.56808, -2.90394, 1.01554], [0.52278, -2.54742, 0.45521], [2.84686, -3.10395, 0.23792], [1.85332, -4.28170, 2.51016], [0.53658, -3.17597, 2.79420], [2.29348, -2.55572, 2.96951], [3.70226, -3.12725, 0.90697], [2.85906, -2.24135, -0.43166], [2.75187, -4.00664, -0.36775], [-5.12699, 0.55387, 0.48667], [-3.62637, 0.67120, 0.67570], [-2.88146, 0.13072, -0.15980], [-3.05524, 1.33248, 1.90201], [-5.52127, -0.12758, 1.24355], [-5.36735, 0.10652, -0.47723], [-5.60811, 1.52999, 0.54890], [-3.64116, 1.12946, 2.79629], [-2.97235, 2.40436, 1.71029], [-2.04662, 0.93397, 2.01060]], "multiplicity": 1, "e_homo_ev": -16.67, "charge": 3, "lumo_ev": -14.7, "e_tot_ev": -25014.0128}